one:
C49H49NO3PRuSSb as an isolated structure, computed with ωB97M-V/def2-TZVPD.

```
! RIJCOSX wB97M-V def2-TZVPD def2/J DEFGRID3
* xyz 0 5
Ru -0.39 -0.97 -0.74
O -0.97 -1.05 -5.00
S -1.09 -1.04 -3.57
O -0.72 0.24 -2.92
O -0.44 -2.16 -2.89
C -2.85 -1.18 -3.21
C -3.62 -2.01 -3.99
C -4.99 -2.11 -3.74
C -5.56 -1.36 -2.73
C -4.78 -0.52 -1.95
C -3.40 -0.43 -2.18
P -2.29 0.54 -1.10
C -3.36 0.91 0.34
C -3.70 -0.19 1.14
C -4.31 -0.02 2.36
C -4.58 1.27 2.82
C -4.27 2.36 2.04
C -3.67 2.19 0.80
C -2.16 2.16 -1.92
C -1.38 3.13 -1.29
C -1.09 4.32 -1.94
C -1.55 4.53 -3.23
C -2.32 3.56 -3.85
C -2.64 2.39 -3.20
H -3.14 -2.56 -4.78
H -5.60 -2.76 -4.35
H -6.62 -1.42 -2.54
H -5.23 0.07 -1.16
H -3.47 -1.18 0.77
H -4.57 -0.87 2.97
H -5.03 1.41 3.80
H -4.49 3.36 2.39
H -3.44 3.05 0.19
H -1.00 2.94 -0.29
H -0.48 5.07 -1.45
H -1.29 5.44 -3.75
H -2.66 3.71 -4.87
H -3.23 1.63 -3.69
C 1.61 0.68 4.88
C 1.44 2.01 4.21
C 1.63 3.17 4.96
C 1.53 4.43 4.39
C 1.23 4.54 3.04
C 1.01 3.40 2.30
C 1.12 2.13 2.87
Sb 0.82 0.56 1.33
C 1.41 -1.26 2.36
C 2.66 -1.82 2.19
C 2.96 -3.04 2.79
C 2.01 -3.69 3.54
C 0.74 -3.14 3.68
C 0.43 -1.93 3.08
C -0.97 -1.39 3.12
C 2.74 1.22 0.58
C 3.81 1.35 1.46
C 5.01 1.87 1.02
C 5.14 2.33 -0.28
C 4.07 2.22 -1.15
C 2.87 1.65 -0.74
C 1.83 1.26 -1.76
H 2.01 0.80 5.89
H 2.29 0.05 4.31
H 0.66 0.16 4.95
H 1.88 3.09 6.01
H 1.70 5.31 4.99
H 1.16 5.51 2.58
H 0.78 3.49 1.25
H 3.41 -1.32 1.59
H 3.94 -3.47 2.65
H 2.24 -4.64 4.00
H -0.02 -3.67 4.24
H -1.60 -1.96 3.80
H -1.38 -1.46 2.10
H -0.99 -0.35 3.42
H 3.70 1.04 2.49
H 5.85 1.93 1.70
H 6.07 2.75 -0.62
H 4.16 2.57 -2.17
H 1.95 1.82 -2.68
H 0.80 1.42 -1.42
H 1.79 -0.77 -1.23
C -2.57 -4.09 0.95
C -1.88 -3.52 -0.30
C -1.99 -4.53 -1.44
C -0.43 -3.10 -0.05
H -3.59 -4.37 0.73
H -2.59 -3.36 1.76
H -2.04 -4.97 1.30
H -2.47 -2.63 -0.62
H -1.44 -5.44 -1.19
H -1.56 -4.10 -2.34
H -3.03 -4.78 -1.63
H 0.25 -3.60 -0.74
H -0.11 -3.28 0.98
N 2.03 -0.16 -2.03
C 3.28 -0.50 -2.55
C 3.75 0.12 -3.71
C 5.01 -0.18 -4.19
C 5.83 -1.08 -3.53
C 5.36 -1.71 -2.39
C 4.09 -1.43 -1.90
H 3.12 0.81 -4.23
H 5.36 0.30 -5.10
H 6.81 -1.30 -3.91
H 5.98 -2.43 -1.87
H 3.73 -1.93 -1.02
*
```

Output
Gap between HOMO and LUMO (alpha / beta) in hartree: 0.2685 / 0.2564

two:
C49H49NO3PRuSSb as an isolated structure, computed with ωB97M-V/def2-TZVPD.

```
! RIJCOSX wB97M-V def2-TZVPD def2/J DEFGRID3
* xyz 0 5
Ru 0.43 -0.84 0.51
O -1.92 1.49 2.08
S -0.67 2.01 0.70
O 0.40 1.14 1.32
O -1.32 1.37 -0.46
C -3.09 0.94 1.77
C -4.25 1.63 2.17
C -5.51 1.09 1.98
C -5.64 -0.17 1.39
C -4.51 -0.84 0.99
C -3.23 -0.31 1.16
P -1.86 -1.35 0.52
C -2.18 -2.92 1.39
C -1.68 -3.00 2.69
C -1.87 -4.14 3.45
C -2.56 -5.22 2.92
C -3.07 -5.14 1.63
C -2.89 -3.99 0.88
C -2.36 -1.61 -1.22
C -3.06 -0.61 -1.89
C -3.35 -0.74 -3.24
C -2.96 -1.87 -3.94
C -2.27 -2.88 -3.27
C -1.96 -2.74 -1.93
H -4.12 2.60 2.63
H -6.38 1.64 2.31
H -6.62 -0.61 1.25
H -4.62 -1.82 0.53
H -1.12 -2.17 3.11
H -1.47 -4.19 4.46
H -2.69 -6.12 3.50
H -3.61 -5.98 1.21
H -3.30 -3.94 -0.12
H -3.35 0.29 -1.37
H -3.89 0.05 -3.75
H -3.20 -1.98 -4.99
H -1.96 -3.77 -3.81
H -1.42 -3.54 -1.44
C 3.88 2.37 0.21
C 5.03 1.53 0.69
C 6.23 2.13 1.08
C 7.30 1.37 1.53
C 7.19 -0.01 1.60
C 6.00 -0.62 1.22
C 4.93 0.14 0.75
Sb 3.14 -0.81 0.10
C 3.67 -1.28 -1.90
C 4.96 -1.77 -2.13
C 5.35 -2.18 -3.39
C 4.45 -2.10 -4.45
C 3.19 -1.57 -4.23
C 2.78 -1.14 -2.97
C 1.40 -0.53 -2.88
C 3.47 -2.68 1.09
C 4.05 -3.78 0.47
C 4.22 -4.98 1.15
C 3.81 -5.08 2.46
C 3.21 -3.99 3.08
C 3.02 -2.79 2.41
C 2.33 -1.65 3.12
H 4.07 3.43 0.35
H 2.96 2.12 0.75
H 3.68 2.21 -0.85
H 6.31 3.21 1.04
H 8.21 1.86 1.83
H 8.01 -0.61 1.96
H 5.92 -1.70 1.30
H 5.67 -1.83 -1.32
H 6.35 -2.57 -3.55
H 4.74 -2.42 -5.44
H 2.51 -1.47 -5.07
H 0.62 -1.28 -2.92
H 1.24 0.16 -3.71
H 1.25 0.04 -1.96
H 4.36 -3.72 -0.57
H 4.67 -5.83 0.64
H 3.94 -6.01 3.01
H 2.87 -4.08 4.11
H 2.12 -1.91 4.16
H 1.35 -1.41 2.65
H 2.91 -0.73 3.12
C 0.60 5.48 -1.34
C -0.31 4.54 -0.56
C -0.84 5.23 0.70
C 0.44 3.27 -0.23
H 0.05 6.34 -1.72
H 1.07 4.98 -2.19
H 1.40 5.85 -0.70
H -1.16 4.27 -1.20
H -0.03 5.39 1.42
H -1.62 4.66 1.19
H -1.25 6.21 0.45
H 1.29 3.43 0.44
H 0.71 2.69 -1.11
N 0.67 -2.47 -0.29
C 0.88 -3.80 -0.44
C 0.68 -4.72 0.61
C 0.90 -6.07 0.41
C 1.33 -6.54 -0.83
C 1.54 -5.64 -1.87
C 1.31 -4.29 -1.69
H 0.36 -4.35 1.57
H 0.75 -6.76 1.23
H 1.51 -7.60 -0.97
H 1.88 -6.00 -2.84
H 1.47 -3.59 -2.50
*
```

Output
Gap between HOMO and LUMO (alpha / beta) in hartree: 0.2763 / 0.2653

Energy ordering: two at the bottom, the next structure 0.244 eV above.

one:
An isolated ion of composition C6H14NO and charge -1, computed with ωB97M-V/def2-TZVPD.

```
! RIJCOSX wB97M-V def2-TZVPD def2/J DEFGRID3
* xyz -1 1
C 0.92 0.25 0.31
N 1.69 -0.32 -0.80
C 2.61 -1.43 -0.11
O 1.92 -2.23 0.65
C -0.02 1.47 -0.13
C -1.28 1.18 -0.85
C -2.18 0.20 0.07
C -3.31 0.84 0.79
H 0.21 -0.52 0.61
H 1.72 0.51 1.15
H 0.98 -0.79 -1.46
H 3.39 -0.79 0.40
H 3.12 -2.00 -0.95
H -0.08 2.02 0.83
H 0.69 1.99 -0.79
H -1.74 2.23 -1.11
H -0.97 0.51 -1.69
H -1.57 -0.45 0.71
H -2.63 -0.58 -0.74
H -2.96 1.58 1.53
H -3.99 1.20 0.02
H -3.85 0.12 1.38
*
```

Output
Gap between HOMO and LUMO in hartree: 0.2251
SMILES string: CCCCCNC[O-]

two:
C6H14NO as an isolated structure, computed with ωB97M-V/def2-TZVPD.

```
! RIJCOSX wB97M-V def2-TZVPD def2/J DEFGRID3
* xyz -1 1
C 2.69 -0.46 0.52
N 3.09 0.75 0.61
C -0.53 0.00 0.41
C -1.91 -0.29 -0.14
C -2.90 0.89 0.09
O -2.77 1.34 1.34
C 0.03 1.40 0.00
C 1.99 -1.76 -0.88
H 2.87 -1.27 1.28
H 1.96 0.09 0.02
H 0.08 -0.89 0.05
H -0.62 -0.12 1.53
H -1.72 -0.47 -1.16
H -2.35 -1.14 0.39
H -2.64 1.65 -0.70
H -3.99 0.60 -0.13
H -0.56 2.31 0.16
H 0.37 1.55 -1.00
H 0.89 1.63 0.64
H 2.35 -1.15 -1.74
H 2.66 -2.42 -0.39
H 1.01 -2.23 -0.89
*
```

Output
Gap between HOMO and LUMO in hartree: 0.1791

Energy ordering: one at the bottom, the next structure 5.771 eV above.

one:
One molecule with the formula C3H4N4O2, computed with ωB97M-V/def2-TZVPD.

```
! RIJCOSX wB97M-V def2-TZVPD def2/J DEFGRID3
* xyz 0 1
C 1.51 -0.16 0.01
C 1.13 1.24 0.03
C -1.19 0.56 -0.13
H 2.91 -1.48 -0.17
H 1.80 2.13 0.31
H -2.83 1.49 0.23
H -2.21 -1.56 0.05
N -0.14 1.51 -0.05
N -2.50 0.55 -0.23
N -0.63 -0.79 0.20
N 0.64 -1.10 0.08
O 2.88 -0.46 -0.23
O -1.37 -1.94 -0.11
*
```

Output
Gap between HOMO and LUMO in hartree: 0.2961
SMILES string: [H]/N=c1\ncc(O)nn1O

two:
A 2-piece molecular cluster, C3H4N4O2 overall, computed with ωB97M-V/def2-TZVPD.

```
! RIJCOSX wB97M-V def2-TZVPD def2/J DEFGRID3
* xyz 0 1
C 0.54 -0.77 -0.07
C -0.96 1.32 -0.12
C 1.26 0.56 -0.21
H 2.27 -1.38 0.43
H -2.45 -1.22 -0.91
H -1.67 2.20 0.23
H 2.78 1.51 0.43
N -0.75 -0.99 -0.22
N -1.41 0.08 -0.23
N 0.31 1.60 -0.16
N 2.55 0.57 0.33
O 1.37 -1.76 -0.01
O -2.72 -0.31 0.54
*
```

Output
Gap between HOMO and LUMO in hartree: 0.2527

Energy ordering: one at the bottom, the next structure 5.060 eV above.

one:
One molecule with the formula C2H3BrO2, computed with ωB97M-V/def2-TZVPD.

```
! RIJCOSX wB97M-V def2-TZVPD def2/J DEFGRID3
* xyz 0 1
C -1.29 -0.03 -0.61
C 1.00 -0.11 0.47
O -0.94 -0.17 -1.75
O -0.56 0.05 0.49
Br 1.82 1.52 0.96
H -2.42 0.11 -0.40
H 1.23 -0.87 1.38
H 1.17 -0.49 -0.54
*
```

Output
Gap between HOMO and LUMO in hartree: 0.4174
SMILES string: O=COCBr

two:
A 2-piece molecular cluster, C2H3BrO2 overall, computed with ωB97M-V/def2-TZVPD.

```
! RIJCOSX wB97M-V def2-TZVPD def2/J DEFGRID3
* xyz 0 1
C -0.93 -0.19 0.13
C 0.26 0.58 0.23
O -1.98 0.39 -0.57
O -1.42 -0.72 -1.09
Br 3.81 -0.73 -0.50
H -1.24 -0.66 1.03
H 0.38 0.87 1.26
H 1.13 0.46 -0.48
*
```

Output
Gap between HOMO and LUMO (alpha / beta) in hartree: 0.2025 / 0.3264

three:
A 2-piece molecular cluster, C2H3BrO2 overall, computed with ωB97M-V/def2-TZVPD.

```
! RIJCOSX wB97M-V def2-TZVPD def2/J DEFGRID3
* xyz 0 1
C -0.53 -0.98 0.49
C 0.77 -0.47 -0.07
O -1.70 -0.99 -0.26
O -1.07 -2.20 0.09
Br 2.05 -0.07 1.17
H -0.85 -0.78 1.62
H 0.35 1.20 -0.95
H 1.10 -1.08 -0.98
*
```

Output
Gap between HOMO and LUMO (alpha / beta) in hartree: 0.3286 / 0.3286

Energy ordering: one at the bottom, the next structure 6.308 eV above.

one:
C3H3N2O as an isolated structure, computed with ωB97M-V/def2-TZVPD.

```
! RIJCOSX wB97M-V def2-TZVPD def2/J DEFGRID3
* xyz 1 1
C -1.08 -0.83 0.02
C -0.06 0.13 0.02
C 1.39 0.02 0.07
N -0.90 1.09 -0.16
N -2.33 -0.73 0.08
O -2.52 0.50 -0.04
H 1.90 -0.55 0.82
H 1.86 1.00 -0.13
H 1.74 -0.64 -0.67
*
```

Output
Gap between HOMO and LUMO (alpha / beta) in hartree: 0.3135 / 0.3136

two:
An isolated ion of composition C3H3N2O and charge +1, computed with ωB97M-V/def2-TZVPD.

```
! RIJCOSX wB97M-V def2-TZVPD def2/J DEFGRID3
* xyz 1 1
C 0.37 -1.20 0.71
C -0.70 0.83 0.21
C 1.20 -0.87 -0.41
N -0.56 -0.33 0.92
N -1.09 0.94 -0.97
O 1.83 -0.61 -1.28
H 0.74 -1.96 1.35
H -0.32 1.47 1.03
H -1.47 1.73 -1.54
*
```

Output
Gap between HOMO and LUMO in hartree: 0.2900

Energy ordering: two at the bottom, the next structure 5.450 eV above.

one:
C8H8N2O2 as an isolated structure, computed with ωB97M-V/def2-TZVPD.

```
! RIJCOSX wB97M-V def2-TZVPD def2/J DEFGRID3
* xyz 0 1
C -3.08 -1.03 0.58
C -1.53 1.28 -0.31
C 0.83 1.15 -0.08
C 2.29 1.34 0.15
C 3.01 0.12 0.07
C 2.51 -1.20 -0.25
C 1.21 -1.33 -0.48
C 0.42 -0.17 -0.32
H -3.90 -0.05 0.05
H -3.29 -2.31 0.25
H -3.06 -1.00 1.98
H -0.07 2.95 0.61
H 2.71 2.34 0.15
H 4.01 0.25 -0.09
H 3.00 -2.13 -0.73
H 0.76 -2.29 -0.43
N -0.99 -0.01 0.04
N -0.36 2.01 0.06
O -1.72 -1.17 -0.37
O -2.76 1.27 -0.88
*
```

Output
Gap between HOMO and LUMO in hartree: 0.3307

two:
One molecule with the formula C8H8N2O2, computed with ωB97M-V/def2-TZVPD.

```
! RIJCOSX wB97M-V def2-TZVPD def2/J DEFGRID3
* xyz 0 1
C -2.04 -1.60 0.03
C -0.62 -1.69 0.01
C 1.81 1.71 0.16
C -2.62 -0.38 -0.05
C 0.45 1.75 0.35
C 0.13 -0.56 0.09
C 2.52 0.43 0.01
C -1.76 0.92 -0.29
N -0.38 0.72 0.13
N 1.67 -0.63 0.35
O 3.69 0.18 -0.37
O 2.11 -1.84 -0.10
H -2.64 -2.55 0.29
H 0.06 -2.61 0.32
H 2.47 2.60 0.25
H -3.73 -0.19 -0.04
H 0.05 2.64 0.62
H -1.75 1.01 -1.42
H -2.30 1.72 0.30
H 2.87 -1.63 -0.61
*
```

Output
Gap between HOMO and LUMO in hartree: 0.2903
SMILES string: O=C1C=CN2CC=CC=C2N1O

Energy ordering: two at the bottom, the next structure 5.360 eV above.

one:
One molecule with the formula C8H8N2O2, computed with ωB97M-V/def2-TZVPD.

```
! RIJCOSX wB97M-V def2-TZVPD def2/J DEFGRID3
* xyz 0 1
C 1.08 2.14 1.27
C 0.45 1.33 2.21
C 0.86 1.94 -0.09
C -0.27 0.18 1.88
C 0.18 0.76 -0.41
C -0.40 -0.05 0.54
C 0.08 0.16 -1.79
C -1.17 -1.41 -0.54
N -1.08 -0.70 -1.82
N -0.22 -2.50 -0.31
O -0.50 -3.21 0.62
O 0.68 -2.67 -1.11
H 1.51 3.03 1.80
H 0.54 1.58 3.17
H 1.27 2.53 -0.84
H -0.76 -0.51 2.48
H -0.08 0.74 -2.74
H 1.16 -0.26 -1.86
H -2.21 -1.59 -0.07
H -1.12 -1.49 -2.40
*
```

Output
Gap between HOMO and LUMO in hartree: 0.3440
SMILES string: O=[N+]([O-])[C@@H]1NCc2ccccc21

two:
A 2-piece molecular cluster, C8H8N2O2 overall, computed with ωB97M-V/def2-TZVPD.

```
! RIJCOSX wB97M-V def2-TZVPD def2/J DEFGRID3
* xyz 0 1
C 3.56 -1.60 -0.42
C 3.30 -0.39 0.08
C 2.06 0.30 -0.38
C 1.81 1.63 0.17
C 1.55 2.66 0.75
C -2.51 -0.42 0.45
C -3.54 0.56 0.01
C -1.79 -0.50 -0.86
H 4.44 -2.17 -0.14
H 2.81 -2.04 -1.09
H 4.01 0.15 0.74
H 1.33 3.61 1.19
H -3.21 -1.58 1.87
H -1.82 0.19 1.08
H -4.35 1.04 0.57
H -0.94 -1.14 -1.11
N -3.24 1.09 -1.12
N -2.00 0.51 -1.64
O 1.29 -0.24 -1.17
O -2.78 -1.68 1.02
*
```

Output
Gap between HOMO and LUMO in hartree: 0.3391
SMILES string: C#CC(=O)C=C.OC1C=NN=C1

Energy ordering: one at the bottom, the next structure 0.434 eV above.

one:
One molecule with the formula C3H2O3S, computed with ωB97M-V/def2-TZVPD.

```
! RIJCOSX wB97M-V def2-TZVPD def2/J DEFGRID3
* xyz 0 1
C -0.93 1.17 0.52
C -1.73 -0.30 0.13
C 0.29 1.14 -0.29
O -1.19 -1.35 0.36
O 1.19 -2.42 0.26
O 0.86 -0.21 -0.30
S 0.61 -1.27 0.81
H -0.22 1.34 -1.44
H 1.10 1.89 -0.05
*
```

Output
Gap between HOMO and LUMO (alpha / beta) in hartree: 0.2682 / 0.2682

two:
A 2-piece molecular cluster, C3H2O3S overall, computed with ωB97M-V/def2-TZVPD.

```
! RIJCOSX wB97M-V def2-TZVPD def2/J DEFGRID3
* xyz 0 1
C 0.26 0.22 0.61
C 0.61 0.86 -1.80
C 0.66 -1.02 0.46
O 0.23 0.18 -2.61
O -2.33 0.60 0.93
O 0.14 1.33 1.30
S -1.19 1.20 0.24
H 0.10 -1.93 -0.07
H 1.52 -1.43 0.93
*
```

Output
Gap between HOMO and LUMO in hartree: 0.3656

three:
One molecule with the formula C3H2O3S, computed with ωB97M-V/def2-TZVPD.

```
! RIJCOSX wB97M-V def2-TZVPD def2/J DEFGRID3
* xyz 0 1
C 0.68 0.80 1.30
C 1.16 1.38 -0.27
C 0.30 -0.54 0.98
O 0.52 1.20 -1.27
O -1.56 -0.10 -2.40
O -0.59 -0.75 -0.14
S -1.20 0.38 -1.11
H 1.04 -1.42 0.95
H -0.35 -0.93 1.96
*
```

Output
Gap between HOMO and LUMO (alpha / beta) in hartree: 0.2619 / 0.2641

Energy ordering: two at the bottom, the next structure 4.074 eV above.